{
  "formula": "C7H9NO2",
  "method": "ωB97M-V with the def2-TZVPD basis set",
  "elements": ["O", "C", "H", "C", "H", "H", "H", "O", "C", "H", "C", "C", "H", "C", "H", "N", "C", "H", "H"],
  "coordinates": [[-0.443, -0.765, -2.353], [0.878, -0.130, -0.589], [1.813, -0.413, -2.448], [0.287, -0.072, 1.842], [-1.263, 1.653, -1.091], [-1.177, -1.386, 1.008], [1.631, 1.325, -2.194], [-0.580, -1.913, -0.555], [1.818, 0.363, -1.689], [-3.000, 0.443, 1.184], [1.126, 0.033, 0.800], [-1.634, 1.090, -0.264], [2.808, 0.531, -1.110], [-1.068, -0.464, 1.536], [0.496, 0.308, 2.821], [-0.150, -0.917, -1.179], [-2.076, 0.377, 0.669], [2.096, 0.465, 1.076], [-1.560, -0.528, 2.536]],
  "homo_energy_ha": [-0.2999, -0.3038],
  "relative_energy_ev": 8.973,
  "lumo_ev": [-1.5, -0.3]
}



{
  "formula": "C7H9NO2",
  "method": "ωB97M-V with the def2-TZVPD basis set",
  "elements": ["C", "C", "O", "H", "C", "C", "H", "H", "C", "H", "N", "H", "C", "O", "H", "H", "C", "H", "H"],
  "coordinates": [[-2.518, 1.121, -0.252], [2.907, -0.396, -0.263], [3.476, -1.464, -0.423], [-2.647, 2.123, -0.772], [-1.320, 0.854, 0.445], [-2.128, -1.569, 0.238], [-4.470, 0.334, -1.037], [1.243, -1.079, -0.145], [-3.452, 0.050, -0.616], [-0.590, -1.053, 1.549], [-3.159, -1.211, -0.570], [3.370, 1.102, 0.916], [-1.295, -0.561, 0.810], [1.578, -0.254, -0.008], [-1.855, -2.519, 0.534], [4.719, 0.563, -0.351], [3.647, 0.822, -0.118], [-0.641, 1.484, 0.847], [3.137, 1.654, -0.785]],
  "homo_energy_ha": -0.3471,
  "smiles": "c1ccncc1.CC(=O)O",
  "relative_energy_ev": 2.122,
  "lumo_ev": 0.6
}



{
  "formula": "C7H9NO2S",
  "method": "ωB97M-V with the def2-TZVPD basis set",
  "elements": ["C", "C", "H", "H", "O", "S", "C", "H", "H", "C", "H", "H", "H", "C", "C", "H", "N", "O", "C", "H"],
  "coordinates": [[1.713, -0.810, -0.525], [-0.694, -1.218, 0.243], [2.653, -1.371, -0.582], [0.661, 2.026, 1.320], [-3.067, -1.844, 0.641], [-2.330, -1.061, -0.263], [-1.772, 1.579, -0.125], [-3.672, 0.855, 0.208], [0.227, -2.018, -1.514], [-0.449, 1.028, -0.053], [1.469, -0.202, 1.545], [0.665, -2.694, -0.032], [1.873, -0.259, -1.405], [0.881, 1.414, 0.426], [1.908, 0.290, 0.600], [1.313, 1.963, -0.451], [-2.666, 0.520, 0.203], [-2.153, 2.692, -0.423], [0.490, -1.666, -0.507], [2.949, 0.777, 0.693]],
  "homo_energy_ha": [-0.3209, -0.3245],
  "relative_energy_ev": 7.511,
  "lumo_ev": [-1.4, -1.3]
}



{
  "formula": "C7H9NO4",
  "method": "ωB97M-V with the def2-TZVPD basis set",
  "elements": ["C", "C", "O", "H", "H", "O", "H", "H", "N", "C", "C", "H", "C", "H", "C", "H", "O", "C", "H", "H", "O"],
  "coordinates": [[0.373, 1.089, 0.939], [1.772, 1.633, 0.800], [-3.310, -0.334, 0.807], [2.022, 2.389, 1.502], [-1.373, -0.283, 2.790], [1.954, -1.013, 0.041], [-1.891, 1.348, -0.798], [1.858, 1.895, -0.272], [-1.149, -1.188, 0.946], [-1.436, 0.414, -0.623], [-2.147, -0.371, 0.374], [-0.050, -0.849, -2.471], [-0.028, 0.122, -0.137], [-1.646, -0.088, -1.562], [0.802, -1.340, -1.987], [0.617, -2.524, -1.988], [-1.074, -1.169, 2.289], [0.959, -0.797, -0.623], [2.513, 0.773, 0.777], [1.702, -1.191, -2.539], [-0.466, 1.484, 1.735]],
  "homo_energy_ha": [-0.3536, -0.3535],
  "relative_energy_ev": 4.212,
  "lumo_ev": [-1.2, -1.2]
}



{
  "formula": "C7H9O3",
  "method": "ωB97M-V with the def2-TZVPD basis set",
  "elements": ["C", "H", "H", "H", "O", "C", "C", "H", "C", "C", "C", "O", "C", "H", "H", "H", "H", "H", "O"],
  "coordinates": [[0.599, 0.923, -0.757], [1.973, -1.662, 1.211], [0.048, 1.015, -2.859], [-1.945, 0.631, 1.750], [0.157, 0.404, 1.642], [-0.822, -1.123, -0.236], [-0.985, 1.332, 1.736], [-0.825, 1.957, 2.548], [-0.893, -0.652, -1.743], [1.735, -0.893, 0.393], [0.307, -0.279, 0.352], [-1.575, -1.299, -2.552], [-0.084, 0.501, -1.936], [-0.947, 1.896, 0.896], [1.946, -1.464, -0.478], [2.418, -0.075, 0.519], [-1.735, -1.022, 0.225], [-0.659, -2.126, -0.124], [1.289, 1.936, -0.585]],
  "homo_energy_ha": [0.0072, -0.1504],
  "total_charge": -1,
  "lumo_ev": [3.9, 2.6],
  "multiplicity": 3
}



{
  "formula": "C7H9O3S2",
  "method": "ωB97M-V with the def2-TZVPD basis set",
  "elements": ["C", "S", "C", "H", "S", "H", "H", "H", "O", "C", "C", "H", "H", "H", "C", "C", "O", "O", "C", "H", "H"],
  "coordinates": [[-1.667, 0.082, -0.301], [-0.619, 4.495, 0.431], [0.731, -0.795, 0.121], [0.546, 2.313, -0.096], [-3.242, -0.521, 0.245], [-0.996, -1.344, 1.260], [-2.378, 1.231, -2.157], [0.805, -2.646, 1.234], [-4.243, 0.148, -0.489], [-1.571, 1.834, -0.237], [-0.607, -0.674, 0.376], [-0.618, 0.876, -2.079], [1.997, -2.356, -0.011], [1.058, -0.156, -0.702], [-1.611, 0.999, -1.455], [-0.558, 2.778, 0.045], [-3.281, -0.355, 1.666], [-3.033, -1.940, -0.166], [1.531, -1.811, 0.830], [2.272, -1.417, 1.582], [-2.541, 2.249, 0.056]],
  "homo_energy_ha": -0.1940,
  "total_charge": -1,
  "smiles": "C/C=C/[C@]1(S(=O)(=O)[O-])C[C@@H]1C=S",
  "relative_energy_ev": 1.268,
  "lumo_ev": 2.4
}



{
  "formula": "C7H9P",
  "method": "ωB97M-V with the def2-TZVPD basis set",
  "elements": ["C", "P", "H", "C", "H", "C", "H", "C", "C", "H", "C", "H", "H", "H", "H", "H", "C"],
  "coordinates": [[0.474, -0.886, -2.130], [-0.941, 0.759, 1.727], [-1.756, 1.787, 1.201], [1.453, 0.986, 0.804], [-2.157, 0.119, -1.053], [-0.360, -0.682, -1.193], [1.330, -0.300, -2.203], [0.305, 1.583, 2.790], [0.245, 0.728, 0.417], [2.445, 1.772, 2.706], [-1.794, -0.869, -0.916], [0.326, 1.904, 3.808], [-2.108, -0.978, 0.090], [-2.286, -1.504, -1.698], [0.246, -1.642, -2.908], [2.456, 0.779, 0.279], [1.495, 1.407, 2.195]],
  "homo_energy_ha": -0.3246,
  "relative_energy_ev": 3.946,
  "lumo_ev": 0.6
}



{
  "formula": "C80H140N20",
  "method": "ωB97M-V with the def2-TZVPD basis set",
  "elements": ["H", "N", "N", "C", "H", "H", "H", "H", "H", "H", "N", "C", "H", "C", "C", "C", "H", "C", "C", "H", "H", "H", "C", "H", "H", "H", "C", "H", "H", "H", "H", "C", "H", "H", "C", "N", "N", "H", "H", "H", "H", "H", "H", "H", "H", "H", "H", "H", "C", "N", "H", "H", "H", "H", "H", "C", "C", "C", "H", "H", "H", "H", "C", "H", "H", "C", "H", "C", "C", "H", "H", "C", "H", "N", "N", "C", "H", "H", "H", "N", "H", "C", "H", "H", "H", "H", "H", "C", "N", "C", "C", "C", "C", "H", "C", "H", "H", "H", "C", "C", "H", "H", "H", "H", "C", "C", "H", "H", "H", "H", "C", "C", "H", "N", "H", "H", "H", "C", "H", "H", "H", "H", "C", "H", "H", "H", "H", "H", "H", "N", "H", "C", "H", "H", "H", "H", "N", "H", "H", "C", "H", "H", "H", "C", "C", "H", "H", "C", "H", "C", "C", "C", "H", "C", "N", "N", "C", "C", "C", "H", "H", "H", "H", "C", "H", "C", "H", "H", "N", "H", "H", "H", "H", "C", "C", "H", "H", "C", "H", "N", "C", "C", "H", "H", "C", "C", "C", "C", "C", "H", "H", "H", "C", "H", "H", "H", "H", "H", "H", "H", "H", "C", "H", "H", "H", "C", "C", "C", "H", "C", "H", "N", "H", "H", "H", "C", "C", "C", "H", "C", "H", "C", "H", "C", "H", "N", "H", "H", "C", "C", "C", "C", "N", "H", "C", "C", "C", "H", "C", "H"],
  "coordinates": [[0.573, -3.074, 4.848], [-0.176, -7.163, -0.758], [1.902, 6.166, -0.490], [3.208, 1.765, 2.618], [-1.962, -3.106, -2.619], [-0.080, 3.364, 0.552], [8.377, 1.693, 1.568], [0.551, -1.264, -5.704], [-3.693, -4.768, 4.100], [0.271, -3.661, -1.343], [-3.991, -1.776, -2.011], [-2.819, -3.790, 5.889], [2.056, 0.462, 3.625], [-1.568, -4.087, -2.303], [4.538, -0.866, 2.363], [0.220, -6.437, -1.553], [0.562, -0.655, 0.950], [4.674, 0.956, -3.190], [-4.719, -5.993, 1.763], [4.819, -5.781, 0.838], [0.888, -3.297, 1.140], [-3.713, -1.038, -4.877], [6.034, 2.699, 3.826], [3.669, 3.718, -0.209], [6.805, 3.637, 2.174], [5.288, 5.437, -0.915], [-1.184, 6.980, -1.696], [8.562, 2.303, 4.584], [-2.006, 6.535, -2.249], [-1.179, -0.760, -1.769], [-4.169, -7.760, -0.299], [0.646, -5.430, -2.504], [-7.067, -3.404, -1.289], [-7.385, -0.828, -1.403], [-1.514, -1.201, -5.079], [-3.819, 1.028, 1.309], [-5.941, -5.321, 7.194], [2.185, 4.136, -4.167], [-2.082, 4.679, -0.389], [0.249, -3.419, -3.085], [-1.380, -1.604, -4.081], [1.991, 6.780, 2.947], [-6.635, -0.103, 0.877], [5.572, -3.790, 3.532], [-2.477, 3.011, 0.095], [-0.403, 9.180, -4.318], [0.559, 4.597, -2.388], [0.399, -5.877, -3.466], [-0.854, 3.806, 1.177], [-5.467, -6.007, 2.627], [-6.285, -2.238, -4.022], [-1.504, 0.994, 2.701], [1.371, 0.923, 0.655], [-5.755, -3.764, -3.398], [-3.654, -4.829, 0.501], [-1.693, -1.563, 0.037], [-1.415, 0.721, 3.772], [0.745, 0.173, 0.249], [3.606, -1.017, 1.786], [5.382, -6.750, 3.027], [5.651, -3.651, -1.429], [-0.995, 3.082, 2.015], [4.203, -0.242, 3.693], [-2.682, -6.211, 1.038], [4.428, 1.949, -3.521], [-4.735, 0.353, 1.420], [4.065, 7.772, 0.878], [4.276, 3.618, -1.100], [-4.364, 1.621, -2.182], [4.772, -1.045, -3.904], [-5.840, 2.752, -3.313], [-5.320, -3.840, 5.167], [-3.029, 2.134, 4.302], [-1.833, -2.513, 0.692], [5.512, 2.720, 4.819], [-3.273, -2.925, -5.585], [0.382, 8.418, -1.993], [4.688, 5.578, 2.248], [3.056, 0.794, -5.522], [1.216, -0.496, -3.317], [-1.139, 1.132, 0.637], [6.113, -4.721, 3.300], [2.621, 8.627, 1.419], [0.723, 4.656, -4.908], [-6.255, -6.136, -0.300], [3.404, -6.158, 1.766], [-5.527, -2.794, 5.512], [-1.528, -0.391, -0.809], [3.280, 2.343, 1.616], [-7.992, -1.547, -1.972], [-6.860, -2.789, 1.459], [-4.169, -6.686, -0.491], [-3.830, -3.892, 4.726], [6.639, -5.000, 4.230], [-5.612, -2.005, 1.324], [0.280, -2.385, 2.490], [7.821, 0.799, 2.782], [-3.827, 1.156, -2.991], [-2.153, 3.977, 0.459], [-2.190, -0.594, 3.937], [5.665, 1.026, -2.749], [-1.402, 2.697, 4.627], [3.987, -2.228, -0.238], [-1.837, -3.682, 5.429], [-4.985, -2.108, -2.423], [3.082, 7.634, 1.347], [3.573, 7.465, 3.379], [-0.349, 0.469, 3.937], [0.821, -4.795, 5.318], [5.276, -4.272, -3.864], [7.030, -4.522, 2.180], [3.082, 0.846, 3.737], [-2.114, 1.561, 5.704], [7.716, -4.455, 1.293], [-4.873, -2.313, 2.058], [0.870, 2.914, -2.397], [3.128, 1.471, 4.625], [5.034, -5.743, 2.991], [-2.935, 4.407, 1.101], [1.737, -5.355, -2.464], [-8.888, -1.739, -1.393], [3.753, 5.600, -1.800], [-5.707, -4.710, 6.276], [-1.422, 7.503, -0.786], [-8.241, -1.048, -2.937], [0.704, 4.965, 2.054], [-1.969, -4.745, -3.128], [-3.668, -3.080, 4.003], [1.232, -0.218, -0.610], [-2.501, 4.771, -4.694], [-1.690, -1.232, 4.670], [1.144, 3.867, -4.337], [2.000, -2.672, 2.360], [-6.701, -3.840, 1.234], [3.918, -0.998, 4.443], [-5.101, 3.911, -0.525], [-7.452, 1.765, -0.460], [3.930, -4.474, 1.570], [-5.974, -4.085, 4.328], [-0.601, 0.707, -0.190], [4.379, -5.233, -2.811], [-0.584, 6.159, -1.296], [5.133, 0.230, 4.088], [-0.035, -4.083, -2.282], [-7.342, -2.897, -2.221], [-1.508, 3.182, -2.113], [-4.303, 3.606, -2.824], [-0.331, 7.863, -2.602], [-6.281, 4.496, -1.603], [-1.095, 8.735, -3.591], [-3.671, -5.881, 0.705], [-1.015, 5.610, 2.959], [-0.521, -1.034, -6.999], [0.769, -4.349, 3.126], [-3.452, -4.042, -5.739], [6.294, 2.168, -0.458], [5.385, 2.723, -0.823], [-1.873, 9.759, -2.901], [-6.099, -2.786, -3.105], [-3.176, -1.084, -6.549], [6.014, 2.044, 1.920], [-5.820, -6.753, -1.975], [-5.067, 0.874, -1.738], [4.800, -3.215, -1.969], [-0.513, 1.454, -0.971], [2.070, -0.284, -4.044], [-1.534, -0.091, -4.969], [3.547, 3.170, -1.744], [-4.671, -0.357, 4.655], [-3.162, -2.940, 6.510], [-2.260, -1.175, 3.001], [-7.595, -2.478, 0.770], [-8.091, -3.504, -2.710], [2.497, -3.759, 4.766], [-0.332, 5.114, 1.793], [-6.226, -0.389, 2.574], [3.817, 4.950, 3.583], [-5.514, -6.163, -1.089], [5.363, 0.067, -5.111], [-2.543, 10.559, -2.414], [2.338, 6.835, 0.324], [1.010, -3.148, 2.221], [-7.307, -2.823, 2.449], [-0.341, 5.886, 1.050], [3.048, 6.845, 2.647], [-5.116, 2.887, -2.534], [6.717, 2.608, 2.566], [3.617, -2.968, -0.977], [-0.420, -1.559, -6.051], [-0.276, -4.655, 3.001], [-1.973, -4.241, -1.295], [4.759, 4.580, -3.826], [8.043, 1.840, 2.574], [3.878, 0.780, -2.432], [3.194, -0.852, -5.767], [4.987, -1.837, 2.535], [-1.813, 8.126, -4.158], [5.681, 5.956, -3.237], [-5.403, -5.121, -1.433], [-3.651, 1.815, -1.398], [-3.358, -6.631, -1.244], [5.429, 4.910, -3.016], [2.784, -2.515, -1.506], [-0.550, -2.620, -6.251], [-5.175, -2.179, 0.342], [4.597, -0.077, -4.309], [3.705, 5.446, 2.624], [-5.768, 3.558, -1.309], [4.350, -5.730, 3.872], [-5.893, -0.531, 1.551], [3.324, -3.828, -0.388], [-1.587, 6.089, 3.822], [9.329, 3.462, 3.538], [-2.547, -0.044, -0.938], [-2.876, -4.661, 6.496], [9.034, 2.407, 3.608], [-1.906, 4.108, -3.966], [4.255, -5.510, 1.708], [5.237, -0.244, 1.750], [0.432, 3.687, -3.001], [1.102, 2.941, -4.899], [-6.777, 2.606, -0.784], [9.918, 1.772, 3.673], [3.190, -0.140, -4.951], [5.066, -2.269, -2.402], [3.576, -3.453, 4.923], [6.351, 4.355, -2.985], [1.324, -5.252, 2.880], [1.028, -4.035, 4.577], [-2.969, -1.487, -5.533], [-2.040, 1.834, 4.658], [4.489, -4.181, -3.122], [2.372, -3.364, -4.414], [0.358, 7.202, -3.150], [-3.571, -0.427, 4.349], [4.632, 4.969, -1.671], [3.285, -3.737, -3.866], [-1.069, 2.249, -3.553], [-1.055, 3.259, -3.119], [3.189, 4.792, 1.920]],
  "homo_energy_ha": -0.4043,
  "relative_energy_ev": 0.000,
  "lumo_ev": 0.1
}